DFT (wB97M-V/def2-TZVPD) results for 3 unconnected molecules or ions with the total composition C18H44N2O7Si.

Each line ends with the Mulliken charge.
CARTESIAN COORDINATES (ANGSTROEM)
C 3.852 1.482 4.212  -1.257
C 3.320 1.453 2.784  0.049
O 2.023 2.036 2.738  -0.312
C 1.176 1.391 1.813  -0.180
C -0.172 2.150 1.724  -0.126
O -0.242 3.147 2.705  -0.178
C -1.143 4.201 2.481  -0.716
C -2.504 4.031 3.204  -0.447
O -2.826 2.661 3.348  -0.205
C -3.928 2.437 4.229  -0.720
Si -5.442 1.720 3.329  0.324
C -4.884 0.803 1.791  -0.491
C -4.183 -0.513 2.165  -0.430
C -3.185 -1.100 1.183  0.385
O -2.616 -2.153 1.366  -0.561
O -3.014 -0.424 0.007  -0.475
H 4.262 2.459 4.475  0.307
H 4.645 0.735 4.337  0.360
H 3.044 1.239 4.909  0.314
H 3.284 0.419 2.408  0.046
H 3.983 2.021 2.117  0.274
H 1.669 1.348 0.832  -0.012
H 1.009 0.349 2.126  0.283
H -0.994 1.437 1.874  -0.099
H -0.293 2.593 0.721  0.470
H -1.297 4.368 1.404  0.355
H -0.660 5.100 2.883  0.316
H -3.296 4.528 2.619  0.321
H -2.458 4.506 4.192  0.403
H -4.224 3.369 4.733  0.416
H -3.597 1.756 5.024  0.333
H -6.122 0.759 4.233  -0.156
H -6.428 2.771 2.978  -0.181
H -5.768 0.599 1.179  0.437
H -4.229 1.462 1.219  0.175
H -3.630 -0.426 3.113  0.246
H -4.928 -1.300 2.334  0.410
H -2.909 0.520 0.176  0.324
C 4.960 -2.667 -1.621  -1.415
C 4.320 -2.654 -0.237  0.259
C 2.851 -2.214 -0.233  -0.640
O 2.655 -0.824 -0.400  -0.244
C 2.680 -0.372 -1.745  -0.752
N 5.153 -1.861 0.670  -0.715
H 5.193 -1.657 -1.960  0.271
H 5.897 -3.223 -1.593  0.364
H 4.304 -3.134 -2.357  0.325
H 4.325 -3.682 0.140  0.427
H 2.424 -2.452 0.745  0.332
H 2.275 -2.765 -0.987  0.353
H 2.287 -1.118 -2.440  0.230
H 3.691 -0.085 -2.050  0.308
H 2.044 0.512 -1.801  0.261
H 4.810 -1.953 1.621  0.285
H 5.032 -0.880 0.436  0.333
C -1.754 -2.552 -6.120  -1.426
C -0.460 -1.747 -6.092  0.367
C 0.453 -2.073 -4.904  -0.772
O 0.030 -1.533 -3.669  -0.219
C -0.931 -2.304 -2.971  -0.674
N -0.779 -0.322 -6.189  -0.736
H -2.468 -2.181 -5.384  0.288
H -2.224 -2.467 -7.099  0.350
H -1.571 -3.608 -5.916  0.347
H 0.111 -2.009 -6.989  0.394
H 1.434 -1.628 -5.096  0.327
H 0.594 -3.159 -4.810  0.436
H -0.769 -3.374 -3.137  0.349
H -1.954 -2.051 -3.264  0.165
H -0.813 -2.092 -1.914  0.232
H 0.074 0.216 -6.303  0.279
H -1.165 -0.023 -5.298  0.308

Summary:
LUMO energy (Eh): 0.0185
HOMO level (hartree): -0.3357
Total charge: 0
SMILES: CCOCCOCCOC[SiH2]CCC(=O)O.COC[C@@H](C)N.COC[C@@H](C)N

---

DFT (wB97M-V/def2-TZVPD) results for 2 unconnected molecules or ions with the total composition C18H44N2P2S.

Each line ends with the natural charge from an NBO analysis.
CARTESIAN COORDINATES (ANGSTROEM)
N 2.706 -5.848 -1.946  -0.845
C 2.629 -4.477 -2.487  -0.225
C 1.404 -4.238 -3.361  -0.234
N 0.236 -3.805 -2.607  -1.163
P -0.860 -4.949 -2.417  1.155
S -2.147 -5.281 -3.872  -0.788
H 2.169 -6.468 -2.540  0.352
H 3.664 -6.165 -2.006  0.344
H 2.537 -3.783 -1.662  0.171
H 3.521 -4.207 -3.047  0.150
H 1.683 -3.421 -4.026  0.170
H 1.223 -5.114 -3.991  0.164
H -0.326 -6.200 -2.019  -0.113
H -1.592 -4.505 -1.297  -0.118
C -2.715 4.743 0.514  -0.611
C -1.327 4.515 1.108  -0.402
C -0.302 4.050 0.072  -0.396
C -0.439 2.586 -0.374  -0.771
P 0.249 1.312 0.691  1.632
C 1.948 1.803 1.086  -0.748
C 2.897 2.240 -0.041  -0.398
C 3.487 1.147 -0.941  -0.399
C 4.094 -0.035 -0.193  -0.614
C 0.364 -0.215 -0.226  -0.773
C -0.869 -0.896 -0.836  -0.423
C -1.749 -1.737 0.087  -0.404
C -0.976 -2.615 1.062  -0.626
C -0.466 1.167 2.338  -0.753
C -1.875 0.630 2.635  -0.406
C -3.049 1.258 1.866  -0.400
C -3.841 2.260 2.705  -0.607
H -3.109 3.846 0.032  0.199
H -3.421 5.037 1.289  0.222
H -2.688 5.540 -0.230  0.213
H -1.394 3.804 1.935  0.189
H -0.977 5.453 1.543  0.217
H 0.705 4.221 0.462  0.207
H -0.393 4.681 -0.813  0.226
H 0.107 2.467 -1.317  0.265
H -1.474 2.353 -0.630  0.266
H 2.390 1.000 1.680  0.259
H 1.849 2.645 1.778  0.249
H 3.729 2.759 0.439  0.221
H 2.406 2.985 -0.673  0.208
H 4.265 1.613 -1.548  0.219
H 2.745 0.790 -1.657  0.197
H 4.898 0.292 0.470  0.206
H 4.514 -0.751 -0.897  0.236
H 3.357 -0.571 0.405  0.195
H 0.961 -0.924 0.352  0.269
H 0.993 0.053 -1.080  0.266
H -0.484 -1.570 -1.611  0.300
H -1.488 -0.157 -1.356  0.198
H -2.355 -2.371 -0.561  0.244
H -2.468 -1.118 0.632  0.175
H -0.332 -3.306 0.514  0.248
H -1.662 -3.197 1.678  0.221
H -0.347 -2.038 1.749  0.168
H -0.345 2.144 2.816  0.249
H 0.239 0.519 2.871  0.262
H -2.042 0.755 3.706  0.221
H -1.871 -0.448 2.482  0.233
H -3.733 0.467 1.558  0.223
H -2.708 1.735 0.945  0.184
H -4.335 1.755 3.535  0.214
H -4.611 2.748 2.108  0.218
H -3.198 3.039 3.122  0.194

Summary:
LUMO energy (Eh): -0.0122
HOMO level (hartree): -0.2075
Total charge: 0

---

DFT (wB97M-V/def2-TZVPD) results for a molecular structure, C18H45ClLi2N3O6.

Each line ends with the Mulliken charge.
CARTESIAN COORDINATES (ANGSTROEM)
Li 2.767 3.781 0.684  0.855
Li 2.342 1.621 2.849  0.779
Cl 1.661 1.461 0.568  -0.728
C -8.508 -4.224 1.598  -0.757
O -7.237 -4.489 1.146  -0.365
C -6.587 -3.228 0.690  -0.574
C -5.910 -2.471 1.853  -0.535
N -5.463 -1.123 1.582  -0.313
C -4.325 -1.062 0.695  -0.443
C -3.817 0.406 0.617  -0.471
O -2.815 0.502 -0.425  -0.306
C -1.888 1.652 -0.230  0.205
H -8.627 -4.048 2.668  0.282
H -9.107 -5.044 1.202  0.288
H -8.968 -3.325 1.187  0.331
H -7.267 -2.522 0.213  0.371
H -5.813 -3.428 -0.051  0.295
H -5.108 -3.081 2.268  0.273
H -6.690 -2.343 2.603  0.413
H -5.304 -0.624 2.445  0.228
H -4.742 -1.537 -0.193  0.315
H -3.532 -1.735 1.023  0.246
H -3.517 0.675 1.630  0.163
H -4.520 1.212 0.409  0.394
H -2.187 2.689 -0.077  0.355
H -1.214 1.624 -1.086  -0.151
H -1.311 1.424 0.666  -0.199
C -0.625 1.012 3.683  -0.822
O 0.802 0.594 3.642  -0.304
C 0.929 -0.855 3.352  -0.355
C 2.336 -1.120 2.885  -0.757
N 3.417 -0.296 3.527  -0.153
C 4.639 -0.705 2.878  -0.624
C 5.393 -1.789 3.778  -0.753
O 4.601 -2.917 4.075  -0.281
C 5.014 -3.910 5.069  -0.752
H -0.802 2.013 3.289  0.265
H -0.898 1.209 4.720  0.350
H -1.320 0.313 3.217  0.256
H 0.333 -1.145 2.486  0.335
H 0.658 -1.483 4.200  0.435
H 2.296 -0.942 1.810  0.339
H 2.439 -2.171 3.154  0.312
H 3.534 -0.678 4.455  0.201
H 5.216 0.218 2.945  0.355
H 4.651 -1.123 1.871  0.352
H 5.794 -1.312 4.672  0.395
H 6.239 -2.108 3.169  0.447
H 5.963 -4.255 4.658  0.315
H 4.397 -4.807 5.027  0.253
H 5.136 -3.568 6.097  0.306
C 4.427 5.740 -5.496  -0.806
O 3.393 4.813 -5.050  -0.249
C 2.663 4.157 -6.007  -0.680
C 1.628 3.273 -5.196  -0.447
N 2.244 2.421 -4.180  -0.293
C 1.268 1.956 -3.228  -0.590
C 0.502 0.754 -3.671  -0.626
O 1.387 -0.225 -4.245  -0.435
C 0.862 -1.267 -4.954  -0.783
H 4.249 6.637 -6.090  0.306
H 5.166 5.159 -6.047  0.329
H 4.913 6.123 -4.598  0.232
H 3.483 3.572 -6.423  0.325
H 2.308 4.731 -6.863  0.395
H 1.201 2.653 -5.985  0.337
H 0.906 3.957 -4.750  0.308
H 2.489 1.511 -4.541  0.341
H 0.518 2.694 -2.943  0.347
H 1.859 1.715 -2.344  0.178
H -0.237 1.027 -4.425  0.402
H 0.210 0.335 -2.708  0.488
H 1.522 -2.113 -5.145  0.236
H 0.533 -0.782 -5.873  0.328
H 0.051 -1.776 -4.432  0.289

Summary:
LUMO energy (Eh): -0.1676
HOMO level (hartree): -0.3820
Relative energy (zero: lowest compared OMol25 entry of this formula, charge and spin) (kJ/mol): 453.21
Total charge: +1

---

DFT (wB97M-V/def2-TZVPD) results for a molecular structure, C18H45FMnN3O6.

Each line ends with the Mulliken spin population.
CARTESIAN COORDINATES (ANGSTROEM)
Mn -1.047 0.825 1.174  4.815
F 0.669 -0.282 0.594  0.057
C 1.012 1.592 3.474  0.018
O -0.225 0.982 3.122  0.033
C -0.524 -0.150 3.857  0.014
C -1.903 -0.558 3.579  -0.047
N -2.171 -0.789 2.138  -0.005
C -1.528 -2.030 1.637  -0.024
C -2.651 -3.111 1.832  0.005
O -3.972 -2.645 1.393  0.000
C -4.948 -3.637 1.574  0.001
H 1.827 0.888 3.304  0.000
H 1.014 1.883 4.524  0.002
H 1.295 2.370 2.765  -0.007
H -0.498 0.158 4.902  -0.001
H 0.210 -0.945 3.729  -0.002
H -2.541 0.325 3.623  0.018
H -2.306 -1.276 4.293  0.003
H -3.164 -0.959 2.067  0.033
H -0.555 -2.231 2.087  -0.007
H -1.344 -1.875 0.574  0.029
H -2.674 -3.429 2.874  0.000
H -2.256 -4.028 1.394  0.000
H -5.186 -3.837 2.618  0.000
H -4.621 -4.592 1.162  0.000
H -5.811 -3.318 0.989  0.000
C 5.503 1.170 -0.933  0.000
O 4.939 -0.092 -1.321  0.000
C 3.561 -0.043 -1.555  0.002
C 3.002 -1.522 -1.553  -0.001
N 1.596 -1.383 -1.953  0.001
C 0.969 -2.688 -1.951  0.001
C -0.519 -2.630 -2.455  0.000
O -1.233 -3.865 -2.129  0.000
C -2.590 -3.802 -2.363  0.000
H 6.566 1.027 -0.738  0.000
H 5.061 1.649 -0.060  0.000
H 5.430 1.888 -1.749  0.000
H 3.368 0.378 -2.542  0.000
H 3.090 0.484 -0.725  -0.002
H 3.118 -1.870 -0.527  -0.001
H 3.662 -2.181 -2.117  0.000
H 1.189 -0.890 -1.171  0.001
H 0.942 -3.035 -0.918  0.000
H 1.528 -3.449 -2.496  0.000
H -0.571 -2.456 -3.530  0.000
H -1.076 -1.825 -1.976  0.002
H -2.921 -4.818 -2.151  0.000
H -2.868 -3.607 -3.399  0.000
H -3.080 -3.163 -1.627  0.000
C -3.153 -0.288 -1.032  0.007
O -1.925 0.445 -0.707  0.043
C -1.772 1.605 -1.562  0.008
C -0.403 2.201 -1.368  -0.012
N -0.060 2.575 -0.002  -0.002
C 1.379 2.999 0.055  0.013
C 1.731 4.296 -0.799  0.003
O 2.996 4.743 -0.334  0.000
C 3.578 5.751 -1.193  0.000
H -3.368 -1.134 -0.380  0.000
H -3.034 -0.620 -2.063  -0.001
H -3.995 0.402 -0.977  0.003
H -2.551 2.309 -1.270  -0.006
H -1.799 1.365 -2.625  0.001
H -0.081 3.042 -1.982  0.005
H 0.272 1.382 -1.616  -0.010
H -0.588 3.416 0.179  0.011
H 2.152 2.242 -0.081  -0.002
H 1.555 3.291 1.091  0.002
H 1.103 5.179 -0.685  0.000
H 1.906 4.078 -1.853  0.000
H 3.022 6.685 -1.278  0.000
H 3.786 5.419 -2.211  0.000
H 4.483 6.013 -0.645  0.000

Summary:
2S+1: 6
LUMO energy (spin up / spin down) (Eh): -0.1002 / -0.1185
HOMO level (spin up / spin down) (hartree): -0.3927 / -0.3927
Total charge: +1

---

DFT (wB97M-V/def2-TZVPD) results for 7 unconnected molecules or ions with the total composition C18H45IO8.

Each line ends with the Mulliken charge.
CARTESIAN COORDINATES (ANGSTROEM)
C 4.370 -0.786 -0.658  -1.516
C 3.100 0.019 -0.535  0.915
O 2.922 1.136 -1.452  -0.437
C 1.704 1.598 -1.190  0.446
O 1.269 2.591 -1.577  -0.534
C 0.920 0.547 -0.349  -0.831
I 0.661 1.032 1.712  0.023
C 1.772 -0.669 -0.656  1.070
C 1.570 -1.959 0.078  -1.985
H 4.182 -1.744 -1.123  0.303
H 5.152 -0.230 -1.151  0.378
H 4.702 -0.993 0.347  0.362
H 3.173 0.520 0.424  -0.328
H -0.067 0.552 -0.772  0.804
H 1.536 -0.819 -1.707  0.073
H 2.118 -2.714 -0.471  0.349
H 0.545 -2.285 0.083  0.469
H 2.006 -1.958 1.066  0.477
C -2.186 4.398 3.053  -0.811
C -2.375 3.962 4.496  -0.342
O -2.329 2.543 4.619  -0.490
H -2.954 3.955 2.418  0.252
H -2.237 5.485 2.961  0.366
H -1.218 4.063 2.671  0.201
H -3.348 4.280 4.868  0.301
H -1.603 4.404 5.136  0.250
H -1.466 2.254 4.302  0.260
C -0.628 -4.783 -2.738  -0.858
C -0.271 -3.586 -3.598  -0.029
O 0.841 -2.874 -3.051  -0.432
H -0.864 -4.467 -1.723  0.075
H -1.485 -5.318 -3.151  0.378
H 0.216 -5.475 -2.672  0.350
H -1.106 -2.890 -3.647  0.006
H -0.028 -3.900 -4.618  0.254
H 1.587 -3.483 -3.015  0.261
C -1.095 -3.939 3.061  -1.012
C -1.556 -4.342 1.673  -0.275
O -0.461 -4.397 0.759  -0.384
H -0.601 -2.967 3.030  0.217
H -1.937 -3.882 3.753  0.364
H -0.373 -4.659 3.452  0.322
H -2.261 -3.612 1.278  0.275
H -2.052 -5.317 1.699  0.305
H 0.167 -5.049 1.091  0.226
C -1.962 5.115 -2.395  -1.153
C -2.167 4.650 -0.966  -0.097
O -2.152 3.229 -0.874  -0.442
H -2.738 4.705 -3.043  0.272
H -1.988 6.204 -2.462  0.361
H -1.000 4.766 -2.778  0.297
H -3.135 4.981 -0.590  0.329
H -1.387 5.060 -0.314  0.232
H -1.291 2.929 -1.193  0.192
C 5.646 2.295 3.953  -1.161
C 5.344 1.008 3.207  -0.124
O 3.946 0.729 3.194  -0.433
H 5.281 2.232 4.979  0.270
H 6.718 2.496 3.973  0.362
H 5.143 3.141 3.480  0.335
H 5.831 0.163 3.691  0.334
H 5.709 1.070 2.175  0.185
H 3.503 1.465 2.756  0.170
C -5.105 -0.740 -3.551  -1.133
C -3.721 -1.332 -3.739  -0.068
O -3.717 -2.344 -4.746  -0.523
H -5.816 -1.520 -3.276  0.298
H -5.103 0.025 -2.774  0.318
H -5.461 -0.289 -4.481  0.336
H -3.377 -1.794 -2.815  0.226
H -3.005 -0.551 -4.017  0.257
H -4.008 -1.935 -5.569  0.290

Summary:
LUMO energy (Eh): 0.0095
HOMO level (hartree): -0.3531
Total charge: 0
SMILES: C[C@@H]1[C@@H](C)OC(=O)[C@@H]1I.CCO.CCO.CCO.CCO.CCO.CCO

---

DFT (wB97M-V/def2-TZVPD) results for a molecular structure, C18H46AsF6N5O10S3.

Each line ends with the Mulliken charge.
CARTESIAN COORDINATES (ANGSTROEM)
N 3.874 11.513 -4.058  -0.149
H 4.155 12.150 -3.320  0.381
H 3.659 10.532 -3.792  0.030
H 4.484 11.408 -4.867  0.386
H 2.970 11.899 -4.398  0.480
N 8.307 5.962 0.858  -0.304
H 8.541 6.887 1.219  0.395
H 7.871 5.437 1.616  0.374
H 9.090 5.445 0.462  0.381
H 7.587 6.097 0.113  0.111
N 2.441 8.614 -0.444  -0.145
H 2.820 8.638 0.499  0.343
H 2.663 9.516 -0.883  0.478
H 1.433 8.465 -0.507  0.202
H 3.020 8.064 -1.117  -0.206
N 4.197 3.971 1.133  -0.281
H 4.635 4.672 1.730  0.340
H 4.670 3.101 1.361  0.391
H 4.400 4.357 0.191  0.347
H 3.170 3.993 1.208  0.281
N 8.172 10.553 -4.895  -0.217
H 7.875 11.280 -5.532  0.360
H 8.581 10.925 -4.035  0.419
H 8.970 9.975 -5.239  0.510
H 7.453 9.831 -4.619  0.128
C 4.527 7.051 -1.990  -1.944
C 5.701 6.358 -1.638  0.475
C 7.007 6.814 -2.253  0.603
O 8.081 6.289 -1.905  -0.809
C 7.009 7.942 -3.091  -1.246
C 5.836 8.510 -3.598  1.287
C 4.506 8.109 -2.900  1.034
O 3.474 8.756 -3.220  -0.590
O 5.775 9.310 -4.569  -0.987
O 5.648 5.425 -0.807  -0.934
H 3.676 6.590 -1.491  1.298
H 7.957 8.282 -3.492  0.031
As 0.748 5.227 0.624  2.016
F -0.403 4.734 -0.516  -0.454
F -0.203 6.610 1.020  -0.479
F 2.095 5.857 1.584  -0.536
F 1.707 3.828 0.228  -0.551
F 1.444 6.226 -0.670  -0.546
F 0.129 4.411 1.963  -0.449
C 1.953 8.934 -8.016  -0.753
C 1.646 9.934 -9.142  -0.660
C 1.859 11.309 -8.560  -0.783
S 1.108 11.263 -6.940  1.135
O -0.311 11.402 -6.992  -0.574
O 2.023 12.013 -6.075  -0.815
C 1.436 9.488 -6.673  -0.037
H 3.017 8.780 -7.829  0.267
H 1.511 8.009 -8.379  0.338
H 0.609 9.802 -9.456  0.324
H 2.279 9.833 -10.020  0.394
H 1.628 12.231 -9.098  0.503
H 2.932 11.501 -8.441  0.321
H 0.481 9.028 -6.416  0.321
H 2.099 9.263 -5.840  0.041
C -0.349 9.764 -2.780  -0.007
C -0.833 10.632 -3.926  -0.186
C -2.273 11.015 -3.632  -1.027
S -3.047 9.673 -2.698  1.123
O -3.844 8.812 -3.512  -0.623
O -3.511 10.288 -1.487  -0.641
C -1.473 8.785 -2.393  -0.994
H -0.114 10.338 -1.864  0.318
H 0.633 9.320 -2.978  -0.007
H -0.823 10.276 -4.951  -0.023
H -0.273 11.568 -3.846  0.187
H -2.928 11.297 -4.459  0.495
H -2.354 11.933 -3.046  0.384
H -1.431 8.114 -3.257  0.384
H -1.432 8.263 -1.442  0.534
C 12.975 6.239 -4.438  -0.651
C 13.203 6.798 -5.837  -0.549
C 12.819 8.272 -5.765  -0.749
S 11.587 8.467 -4.440  1.177
O 10.332 8.918 -5.023  -0.875
O 12.256 9.226 -3.415  -0.686
C 11.614 6.694 -3.974  -0.681
H 13.712 6.548 -3.693  0.319
H 13.076 5.152 -4.418  0.361
H 12.596 6.302 -6.589  0.321
H 14.267 6.787 -6.065  0.297
H 12.246 8.682 -6.602  0.364
H 13.651 8.953 -5.609  0.362
H 10.735 6.155 -4.329  0.419
H 11.463 6.731 -2.893  0.379

Summary:
LUMO energy (Eh): -0.2048
HOMO level (hartree): -0.4812
Total charge: +2